No. 1
DFT (the ωB97M-V functional and the def2-TZVPD basis) results for a molecular structure, C37H58F3O19SY.

Each line ends with the Löwdin charge.
CARTESIAN COORDINATES (ANGSTROEM)
Y 1.96 -3.70 1.36  2.11
C 0.87 0.72 0.14  -0.68
F 0.04 1.72 0.03  0.20
F 1.74 0.77 -0.84  0.17
F 1.50 0.78 1.30  0.15
S -0.09 -0.91 0.10  0.59
O -0.62 -1.06 -1.23  -0.26
O 0.91 -1.99 0.43  -0.47
O -1.12 -0.75 1.10  -0.25
C 4.56 3.80 4.40  -0.15
C 3.84 3.82 3.06  -0.18
C 3.95 2.35 2.65  -0.23
O 5.27 1.99 3.03  -0.15
C 5.74 2.85 4.09  -0.17
H 3.94 3.45 5.23  0.11
H 4.94 4.79 4.67  0.12
H 4.27 4.49 2.32  0.12
H 2.81 4.18 3.15  0.10
H 3.79 2.17 1.59  0.10
H 3.22 1.76 3.20  0.11
H 6.58 3.38 3.65  0.12
H 6.11 2.31 4.96  0.12
C -1.54 2.73 2.76  -0.17
C -0.88 3.98 3.29  -0.13
C -0.14 3.50 4.57  -0.16
O -0.65 2.18 4.84  -0.14
C -0.93 1.62 3.57  -0.22
H -1.46 2.55 1.68  0.10
H -2.61 2.84 2.91  0.12
H -1.63 4.72 3.56  0.12
H -0.15 4.45 2.63  0.11
H -0.35 4.21 5.37  0.12
H 0.94 3.41 4.46  0.10
H -1.59 0.75 3.64  0.10
H 0.00 1.23 3.14  0.10
O 0.92 -2.42 3.16  -0.06
C 0.25 -2.20 4.17  -0.43
O 0.59 -1.32 5.07  0.11
C -0.51 -1.03 5.98  -0.06
C -1.74 -1.70 5.34  -0.11
C -1.07 -2.80 4.56  -0.05
H -0.66 0.03 6.15  0.13
H -0.29 -1.52 6.93  0.14
H -2.29 -0.98 4.73  0.11
H -2.43 -2.10 6.08  0.14
H -1.59 -3.28 3.74  0.12
H -0.80 -3.58 5.29  0.16
O -3.75 -4.70 -4.22  0.15
C -2.61 -4.41 -4.00  -0.49
O -2.29 -3.21 -3.52  0.01
C -0.93 -2.84 -3.79  -0.15
C -0.39 -4.01 -4.63  -0.14
C -1.34 -5.17 -4.39  -0.06
H -0.34 -2.78 -2.88  0.09
H -0.89 -1.87 -4.29  0.12
H 0.61 -4.23 -4.23  0.10
H -0.15 -3.80 -5.67  0.13
H -1.01 -5.84 -3.59  0.12
H -1.55 -5.80 -5.25  0.13
O -0.72 5.31 -2.03  0.14
C 0.45 5.14 -2.04  -0.48
O 1.20 5.38 -0.93  0.02
C 2.60 5.18 -1.13  -0.16
C 2.70 4.32 -2.38  -0.14
C 1.38 4.59 -3.12  -0.05
H 2.94 4.64 -0.25  0.11
H 3.18 6.10 -1.16  0.13
H 2.83 3.27 -2.13  0.10
H 3.48 4.60 -3.10  0.12
H 1.05 3.69 -3.63  0.09
H 1.45 5.38 -3.88  0.14
O -1.57 1.26 -6.93  0.17
C -1.47 1.19 -5.75  -0.45
O -2.40 0.45 -5.02  0.03
C -2.07 0.47 -3.65  -0.19
C -0.60 0.89 -3.62  -0.16
C -0.49 1.83 -4.81  -0.06
H -2.23 -0.50 -3.17  0.08
H -2.64 1.19 -3.05  0.13
H 0.09 0.05 -3.75  0.09
H -0.33 1.33 -2.66  0.10
H 0.51 1.97 -5.19  0.12
H -0.94 2.81 -4.60  0.14
O -0.33 -4.21 1.32  -0.09
C -1.48 -4.32 0.86  -0.40
O -2.45 -4.65 1.65  0.12
C -3.70 -4.80 0.92  -0.05
C -3.25 -4.92 -0.55  -0.10
C -1.95 -4.15 -0.57  -0.05
H -4.29 -3.89 1.06  0.10
H -4.31 -5.65 1.18  0.15
H -4.00 -4.55 -1.25  0.14
H -3.09 -5.97 -0.81  0.13
H -2.07 -3.11 -0.87  0.10
H -1.24 -4.58 -1.28  0.13
O -5.34 -2.01 1.74  0.12
C -4.69 -1.40 0.93  -0.48
O -4.64 -1.77 -0.36  0.03
C -3.74 -0.93 -1.13  -0.13
C -3.72 0.36 -0.33  -0.13
C -3.94 -0.09 1.12  -0.06
H -4.15 -0.82 -2.13  0.13
H -2.81 -1.50 -1.15  0.07
H -4.50 1.06 -0.64  0.13
H -2.79 0.93 -0.33  0.10
H -4.47 0.65 1.71  0.13
H -2.98 -0.30 1.58  0.08
O 2.67 0.44 -4.43  0.16
C 3.13 -0.19 -3.53  -0.47
O 4.35 0.06 -3.02  0.06
C 4.61 -0.73 -1.86  -0.14
C 3.70 -1.94 -2.03  -0.16
C 2.54 -1.44 -2.88  -0.07
H 4.41 -0.20 -0.93  0.12
H 5.66 -1.03 -1.90  0.14
H 3.40 -2.44 -1.09  0.06
H 4.20 -2.69 -2.64  0.13
H 1.69 -1.22 -2.23  0.08
H 2.16 -2.06 -3.69  0.13

The net charge is +2. As for the total energy: -98227.656 eV. The gap between HOMO and LUMO comes out at 3.7276 eV. As for the maximum force: 6.7 eV Å⁻¹. The LUMO energy comes out at -9.66 eV.

---

No. 2
DFT (the ωB97M-V functional and the def2-TZVPD basis) results for 12 unconnected molecules or ions with the total composition C46H97N8O26.

Each line ends with the Löwdin charge.
CARTESIAN COORDINATES (ANGSTROEM)
C -2.64 -3.07 -0.28  -0.05
C -2.37 -1.71 0.36  -0.16
N -0.96 -1.26 0.38  -0.04
C -0.08 -1.20 1.45  -0.03
C 1.09 -0.62 0.99  -0.01
N 0.83 -0.31 -0.37  -0.02
C -0.35 -0.82 -0.77  0.00
C 1.70 0.42 -1.30  -0.01
H -2.55 -3.11 -1.37  0.07
H -3.70 -3.24 -0.06  0.06
H -2.11 -3.89 0.20  0.05
H -2.66 -1.73 1.41  0.10
H -2.82 -0.90 -0.21  0.11
H -0.40 -1.61 2.40  0.10
H 2.07 -0.48 1.40  0.10
H -0.83 -0.64 -1.72  0.13
H 2.51 0.87 -0.72  0.09
H 1.23 1.32 -1.71  0.01
H 2.15 -0.23 -2.05  0.08
N -1.43 1.86 -1.08  -0.57
O -1.13 1.65 -2.25  0.03
O -0.50 2.18 -0.33  -0.03
O -2.60 1.64 -0.69  -0.08
N 0.15 -1.98 -4.07  -0.57
O 0.37 -0.79 -3.86  0.02
O 0.33 -2.51 -5.20  -0.08
O -0.18 -2.71 -3.09  -0.13
C 1.72 5.77 -3.73  -0.03
C 2.71 6.23 -2.85  -0.39
C 3.30 5.33 -1.75  -0.36
O 4.09 5.83 -0.86  -0.09
C 2.95 4.01 -1.67  -0.13
C 1.99 3.44 -2.56  -0.23
C 1.28 4.40 -3.55  -0.34
O 0.42 3.81 -4.26  -0.04
O 1.75 2.22 -2.61  -0.04
O 3.01 7.46 -2.97  -0.12
H 1.21 6.35 -4.48  0.08
H 3.24 3.45 -0.79  0.03
C 6.60 -1.65 -0.26  -0.05
C 5.79 -2.61 0.61  -0.20
O 4.94 -3.52 -0.14  0.01
C 3.64 -3.30 -0.31  -0.58
O 3.03 -2.50 0.34  0.13
O 3.22 -4.16 -1.25  0.01
C 1.80 -4.22 -1.42  -0.03
H 7.12 -2.20 -1.05  0.08
H 7.27 -1.04 0.34  0.07
H 5.90 -1.02 -0.81  0.08
H 5.24 -2.15 1.43  0.12
H 6.52 -3.32 1.00  0.11
H 1.17 -4.45 -0.56  0.07
H 1.72 -5.12 -2.03  0.10
H 1.39 -3.34 -1.93  0.07
C -3.62 -4.31 -4.25  -0.04
C -4.65 -4.17 -3.12  -0.20
O -4.87 -2.78 -2.84  0.00
C -5.60 -2.00 -3.66  -0.64
O -5.97 -2.37 -4.75  0.11
O -5.82 -0.86 -3.11  0.02
C -6.46 0.22 -3.71  -0.04
H -4.09 -3.86 -5.12  0.07
H -3.54 -5.33 -4.64  0.07
H -2.63 -3.86 -4.14  0.07
H -4.49 -4.68 -2.16  0.10
H -5.60 -4.67 -3.30  0.11
H -7.03 -0.12 -4.57  0.09
H -5.76 0.91 -4.17  0.09
H -7.17 0.69 -3.03  0.09
C -0.03 2.35 2.41  -0.07
O 0.59 1.47 3.42  -0.23
C -0.26 1.22 4.53  -0.22
C 0.17 -0.04 5.24  -0.17
N -0.62 -0.18 6.50  -0.06
C -0.37 0.80 7.55  -0.21
C 1.02 0.65 8.17  -0.24
O 1.11 -0.65 8.73  -0.20
C 2.33 -0.92 9.36  -0.12
H -0.23 3.35 2.79  0.08
H -0.96 1.93 2.02  0.06
H 0.64 2.62 1.59  0.07
H -1.26 1.10 4.09  0.12
H -0.13 2.12 5.13  0.11
H 1.21 0.00 5.56  0.10
H 0.02 -0.90 4.59  0.11
H -0.41 -1.12 6.81  0.09
H -1.13 0.81 8.33  0.11
H -0.36 1.82 7.16  0.10
H 1.19 1.49 8.85  0.12
H 1.79 0.68 7.40  0.11
H 2.44 -0.29 10.24  0.08
H 3.15 -0.72 8.66  0.09
H 2.37 -1.96 9.69  0.08
C -7.51 1.03 7.27  -0.13
O -7.12 0.10 6.28  -0.18
C -5.81 0.42 5.81  -0.22
C -5.35 -0.65 4.81  -0.21
N -6.30 -1.01 3.76  -0.04
C -5.89 -2.11 2.93  -0.22
C -7.08 -2.52 2.03  -0.21
O -7.60 -1.54 1.12  -0.21
C -6.67 -1.16 0.06  -0.06
H -6.96 1.95 7.09  0.08
H -7.29 0.79 8.32  0.08
H -8.59 1.09 7.13  0.09
H -5.08 0.50 6.62  0.12
H -5.80 1.41 5.35  0.11
H -5.10 -1.50 5.44  0.11
H -4.35 -0.45 4.41  0.11
H -6.64 -0.30 3.12  0.12
H -5.54 -2.88 3.62  0.12
H -5.08 -1.94 2.22  0.09
H -7.94 -2.76 2.65  0.11
H -6.94 -3.38 1.37  0.11
H -5.97 -0.43 0.46  0.08
H -7.28 -0.62 -0.66  0.08
H -6.12 -1.99 -0.39  0.08
C 3.82 1.71 2.16  -0.12
O 4.02 1.85 0.77  -0.20
C 4.40 3.18 0.35  -0.18
C 4.83 3.20 -1.15  -0.21
N 6.17 2.58 -1.34  -0.02
C 7.33 3.35 -0.86  -0.23
C 8.65 2.70 -1.17  -0.23
O 8.61 1.43 -0.48  -0.21
C 9.89 0.85 -0.30  -0.12
H 2.77 1.89 2.40  0.07
H 4.59 2.07 2.84  0.08
H 3.87 0.64 2.37  0.06
H 5.08 3.58 1.10  0.12
H 3.45 3.72 0.44  0.12
H 4.78 4.21 -1.55  0.10
H 4.04 2.66 -1.66  0.11
H 6.21 1.78 -0.72  0.08
H 7.30 3.36 0.24  0.11
H 7.34 4.37 -1.23  0.13
H 9.47 3.37 -0.90  0.11
H 8.68 2.60 -2.26  0.12
H 10.49 1.64 0.14  0.07
H 10.46 0.58 -1.19  0.08
H 9.67 -0.02 0.33  0.08
C 3.54 0.18 -4.43  -0.11
O 2.55 1.06 -4.96  -0.16
C 2.74 1.41 -6.32  -0.24
C 1.64 2.40 -6.67  -0.23
N 0.37 1.97 -6.16  -0.04
C -0.21 0.75 -6.81  -0.20
C -1.60 0.46 -6.29  -0.23
O -1.59 0.67 -4.88  -0.20
C -2.76 0.05 -4.27  -0.08
H 3.44 0.14 -3.35  0.05
H 4.59 0.45 -4.58  0.08
H 3.45 -0.87 -4.73  0.08
H 2.65 0.51 -6.93  0.10
H 3.70 1.89 -6.53  0.11
H 1.59 2.62 -7.75  0.10
H 1.91 3.32 -6.15  0.11
H -0.20 2.74 -6.50  0.10
H 0.51 -0.04 -6.60  0.09
H -0.22 0.84 -7.90  0.10
H -1.83 -0.59 -6.42  0.11
H -2.20 1.23 -6.80  0.11
H -2.49 -0.31 -3.28  0.07
H -3.14 -0.87 -4.72  0.07
H -3.43 0.90 -4.39  0.09
C -0.30 -6.50 0.76  -0.16
O -1.24 -7.56 0.57  -0.12
H -0.69 -5.53 0.43  0.05
H -0.14 -6.38 1.83  0.08
H 0.63 -6.60 0.20  0.07
H -1.77 -7.30 -0.19  0.07
C -4.18 1.90 2.43  -0.16
O -3.87 0.69 1.75  -0.13
H -4.98 2.51 2.01  0.08
H -4.38 1.71 3.49  0.05
H -3.33 2.58 2.53  0.07
H -3.83 0.97 0.84  0.02

The net charge is -3. As for the total energy: -114406.337 eV. The gap between HOMO and LUMO comes out at 2.6368 eV. As for the maximum force: 5.7 eV Å⁻¹. The LUMO energy comes out at 4.29 eV.

---

No. 3
DFT (the ωB97M-V functional and the def2-TZVPD basis) results for C7H6N2 in the gas phase.

Each line ends with the natural charge from an NBO analysis.
CARTESIAN COORDINATES (ANGSTROEM)
C -1.11 1.67 -0.68  -0.31
C 0.05 1.24 -0.98  -0.27
C 0.44 -0.07 -0.75  -0.14
C 1.51 -0.58 0.38  -0.34
C 0.06 -0.89 0.53  -0.32
C -0.49 -0.30 1.70  0.29
N -0.84 0.27 2.63  -0.28
C -0.55 -2.06 0.03  0.29
N -0.99 -2.99 -0.48  -0.29
H -1.30 2.73 -0.76  0.21
H -2.05 1.02 -0.34  0.21
H 0.92 1.91 -1.11  0.22
H 0.28 -0.78 -1.49  0.24
H 2.36 -1.34 0.24  0.25
H 1.72 0.18 1.08  0.23

The net charge is 0. As for the total energy: -10332.634 eV. The gap between HOMO and LUMO comes out at 11.3336 eV. As for the maximum force: 5.8 eV Å⁻¹. The LUMO energy comes out at 0.67 eV. Its SMILES is C=C[C@H]1CC1(C#N)C#N.

---

No. 4
DFT (the ωB97M-V functional and the def2-TZVPD basis) results for C19H27N3O3 in the gas phase.

Each line ends with the natural charge from an NBO analysis.
CARTESIAN COORDINATES (ANGSTROEM)
C -1.43 0.52 -5.50  -0.61
C -0.93 0.39 -4.07  -0.42
C 0.37 1.20 -3.85  0.01
O 1.41 0.75 -4.69  -0.48
C 1.97 -0.44 -4.31  0.27
C 2.51 -1.27 -5.28  -0.25
C 3.07 -2.48 -4.90  -0.21
C 3.06 -2.87 -3.57  -0.23
C 2.54 -2.03 -2.60  -0.18
C 2.02 -0.80 -2.96  0.06
N 1.55 0.13 -2.02  -0.41
C 1.95 0.03 -0.62  -0.31
C 0.97 -0.84 0.18  0.67
O 1.25 -1.95 0.58  -0.63
N -0.22 -0.24 0.35  -0.63
C -1.30 -0.83 1.10  -0.22
C -1.63 -0.01 2.35  -0.43
C -0.43 0.06 3.31  -0.21
N -0.68 0.61 4.61  -0.44
C -1.15 1.98 4.68  -0.22
C -1.45 2.14 6.16  -0.40
C -2.12 0.80 6.50  -0.41
C -1.46 -0.19 5.54  -0.22
C 0.72 1.13 -2.37  0.68
O 0.24 1.91 -1.56  -0.64
H -2.30 -0.10 -5.66  0.21
H -0.65 0.21 -6.20  0.21
H -1.69 1.55 -5.72  0.20
H -0.73 -0.66 -3.84  0.21
H -1.68 0.75 -3.37  0.22
H 0.19 2.24 -4.12  0.22
H 2.48 -0.96 -6.31  0.23
H 3.49 -3.13 -5.65  0.22
H 3.47 -3.82 -3.28  0.22
H 2.53 -2.35 -1.57  0.24
H 2.95 -0.41 -0.57  0.23
H 1.96 1.04 -0.21  0.24
H -0.35 0.70 -0.01  0.43
H -2.19 -0.90 0.46  0.19
H -0.98 -1.84 1.38  0.23
H -1.92 1.00 2.05  0.20
H -2.48 -0.47 2.85  0.21
H 0.36 0.65 2.85  0.19
H -0.04 -0.96 3.46  0.20
H -2.07 2.15 4.09  0.15
H -0.38 2.66 4.32  0.20
H -0.52 2.24 6.72  0.20
H -2.09 3.00 6.38  0.21
H -3.19 0.87 6.30  0.20
H -1.99 0.52 7.54  0.21
H -2.22 -0.81 5.03  0.17
H -0.78 -0.87 6.06  0.19

The net charge is 0. As for the total energy: -30755.062 eV. The gap between HOMO and LUMO comes out at 8.8421 eV. As for the maximum force: 0.7 eV Å⁻¹. The LUMO energy comes out at 0.77 eV. Its SMILES is CC[C@@H]1Oc2ccccc2N(CC(=O)NCCCN2CCCC2)C1=O.